P | {"formula": "C5H9IO2", "method": "wB97M-V/def2-TZVPD", "symbols": ["C", "C", "C", "C", "C", "O", "O", "I", "H", "H", "H", "H", "H", "H", "H", "H", "H"], "coordinates": [[-0.31, -0.93, 0.34], [-0.74, 0.95, -1.35], [-0.46, 1.64, 1.00], [1.88, -1.92, 0.10], [-0.96, 0.47, 0.09], [-0.80, -1.96, 0.69], [0.98, -0.80, 0.06], [-3.09, 0.15, 0.35], [-1.32, 0.25, -2.06], [-1.08, 1.99, -1.37], [0.31, 0.88, -1.61], [-1.22, 2.44, 1.13], [0.53, 2.15, 0.54], [-0.16, 1.23, 1.98], [2.26, -2.24, 1.05], [2.77, -1.55, -0.41], [1.40, -2.74, -0.52]], "nbo_charge": [0.768, -0.639, -0.639, -0.262, -0.181, -0.565, -0.527, 0.095, 0.223, 0.223, 0.227, 0.238, 0.220, 0.224, 0.197, 0.195, 0.203], "smiles": "COC(=O)C(C)(C)I", "e_homo_ev": -9.27}

Q | {"formula": "C5H9IO2", "method": "wB97M-V/def2-TZVPD", "symbols": ["C", "C", "C", "C", "C", "O", "O", "I", "H", "H", "H", "H", "H", "H", "H", "H", "H"], "coordinates": [[0.54, -1.32, 0.62], [-1.12, 1.57, -1.20], [-1.16, 1.45, 1.36], [2.37, -2.35, -0.52], [-1.72, 1.08, 0.06], [1.12, -0.45, 1.24], [0.96, -2.22, -0.19], [-3.28, -0.30, -0.05], [-1.03, 0.77, -1.95], [-1.72, 2.36, -1.64], [-0.12, 1.97, -1.01], [-1.85, 1.26, 2.18], [-0.85, 2.49, 1.36], [-0.25, 0.85, 1.58], [2.72, -3.32, -0.16], [2.94, -1.54, -0.06], [2.44, -2.31, -1.61]], "nbo_charge": [0.768, -0.709, -0.734, -0.275, -0.062, -0.580, -0.511, 0.119, 0.223, 0.222, 0.220, 0.225, 0.216, 0.266, 0.202, 0.207, 0.203], "e_homo_ev": [-6.98, -8.91]}

Least stable: Q

P | {"formula": "C8HCl2F5O3PdS4Sb", "method": "wB97M-V/def2-TZVPD", "symbols": ["Pd", "S", "Sb", "S", "S", "S", "Cl", "C", "Cl", "C", "O", "O", "H", "F", "C", "C", "F", "C", "F", "C", "O", "C", "F", "C", "F"], "coordinates": [[0.69, 0.87, -0.04], [2.53, 3.33, 3.38], [0.56, 2.84, 2.36], [0.56, 0.37, 2.15], [0.74, 3.13, -0.29], [-1.08, 3.04, 3.95], [5.32, 2.12, -0.80], [4.54, 0.63, -1.35], [5.25, -0.79, -0.55], [3.05, 0.68, -1.06], [2.25, 0.48, -1.99], [2.69, 0.91, 0.14], [4.71, 0.53, -2.41], [-4.04, -3.87, -0.33], [-3.36, -2.72, -0.31], [-4.02, -1.51, -0.26], [-5.36, -1.49, -0.23], [-3.32, -0.32, -0.23], [-4.00, 0.83, -0.18], [-1.92, -0.28, -0.26], [-1.28, 0.87, -0.23], [-1.29, -1.52, -0.33], [0.07, -1.54, -0.38], [-1.98, -2.72, -0.34], [-1.31, -3.88, -0.39]], "nbo_charge": [1.006, -0.725, 1.239, -0.287, -0.279, -0.691, 0.012, -0.301, -0.010, 0.734, -0.670, -0.632, 0.239, -0.297, 0.233, 0.276, -0.295, 0.277, -0.290, 0.222, -0.680, 0.271, -0.329, 0.269, -0.293], "e_homo_ev": -5.17, "total_charge": -1}

Q | {"formula": "C8HCl2F5O3PdS4Sb", "method": "wB97M-V/def2-TZVPD", "symbols": ["Pd", "S", "Sb", "S", "S", "S", "Cl", "C", "Cl", "C", "O", "O", "H", "F", "C", "C", "F", "C", "F", "C", "O", "C", "F", "C", "F"], "coordinates": [[-0.85, -0.85, 0.19], [-0.43, -5.27, 2.52], [-1.83, -3.59, 2.04], [-0.64, -1.43, 2.34], [-1.54, -2.92, -0.33], [-3.98, -3.48, 2.66], [-4.53, 1.55, -2.46], [-4.04, 1.34, -0.78], [-3.58, 2.88, -0.03], [-2.84, 0.40, -0.65], [-2.78, -0.28, 0.43], [-1.95, 0.38, -1.51], [-4.88, 0.94, -0.22], [4.61, 2.93, -0.43], [3.73, 1.92, -0.39], [4.06, 0.67, -0.90], [5.28, 0.49, -1.42], [3.16, -0.37, -0.86], [3.53, -1.56, -1.35], [1.88, -0.23, -0.31], [1.05, -1.25, -0.28], [1.59, 1.05, 0.19], [0.36, 1.26, 0.75], [2.48, 2.10, 0.16], [2.13, 3.29, 0.66]], "nbo_charge": [1.048, -0.746, 1.323, -0.358, -0.290, -0.749, 0.010, -0.313, 0.001, 0.729, -0.609, -0.665, 0.248, -0.297, 0.229, 0.277, -0.295, 0.272, -0.291, 0.221, -0.657, 0.262, -0.330, 0.271, -0.292], "e_homo_ev": -5.55, "total_charge": -1}

Least stable: P

P | {"formula": "CH7N4O", "method": "wB97M-V/def2-TZVPD", "symbols": ["C", "N", "N", "N", "N", "O", "H", "H", "H", "H", "H", "H", "H"], "coordinates": [[0.40, -0.41, -0.10], [1.56, -0.89, -0.10], [-0.69, -1.44, -0.07], [-0.06, 0.86, -0.16], [-1.40, 1.16, 0.06], [2.61, 0.66, -0.15], [-0.54, -2.18, 0.63], [-0.96, -1.92, -0.94], [0.56, 1.58, -0.52], [-1.58, 1.95, -0.48], [-1.51, 1.28, 1.00], [-1.54, -0.91, 0.25], [3.14, 0.26, 0.59]], "nbo_charge": [0.472, -0.166, -0.726, -0.451, -0.649, -0.584, 0.464, 0.471, 0.447, 0.394, 0.368, 0.468, 0.492], "e_homo_ev": [-14.20, -14.20], "total_charge": 1}

Q | {"formula": "CH7N4O", "method": "wB97M-V/def2-TZVPD", "symbols": ["C", "N", "N", "N", "N", "O", "H", "H", "H", "H", "H", "H", "H"], "coordinates": [[0.23, -0.74, 0.50], [0.34, -1.21, 1.72], [-0.13, -1.48, -0.50], [0.64, 0.51, 0.74], [-1.08, 1.28, -0.76], [1.88, 0.87, 0.67], [0.50, -0.70, 2.49], [-0.59, 1.76, -1.55], [-0.92, -2.10, -0.37], [-1.82, 0.60, -1.11], [0.07, -1.24, -1.52], [-1.56, 2.04, -0.26], [2.44, 0.41, -0.05]], "nbo_charge": [0.496, -0.475, -0.760, 0.193, -1.046, -0.360, 0.390, 0.391, 0.449, 0.392, 0.434, 0.401, 0.494], "e_homo_ev": [-14.61, -14.61], "total_charge": 1}

Least stable: Q